Formula: C27H31N5O6S
Source: OMol25
Level of theory: ωB97M-V/def2-TZVPD

Calculated values
SMILES = COc1ccc([C@@H](C(=O)NC[C@H]2CCCO2)N(C(=O)c2snc(C(N)=O)c2N)c2ccccc2C)cc1OC
Gap between HOMO and LUMO = 8.125 eV

Each line ends with the Löwdin charge.
Atoms and positions in Å:
C1 -3.4683 -1.3896 4.6106  -0.081
H1 -4.3557 -1.7168 5.1499  0.095
O1 -3.7356 -1.6440 3.2540  -0.062
C2 -2.7867 -1.3156 2.3372  -0.202
C3 -1.5530 -0.7588 2.6229  0.006
C4 -0.6582 -0.4504 1.6062  -0.025
C5 -0.9830 -0.7018 0.2862  -0.194
C6 -2.2220 -1.2728 -0.0106  0.033
C7 -3.1259 -1.5793 0.9891  -0.206
O2 -4.3571 -2.1250 0.7914  -0.061
C8 -4.7532 -2.4227 -0.5231  -0.076
H2 -4.7908 -1.5236 -1.1480  0.085
H3 -4.0897 -3.1592 -0.9886  0.100
H4 -5.7540 -2.8429 -0.4392  0.097
H5 -2.4654 -1.4680 -1.0434  0.118
C9 -0.0698 -0.3392 -0.8546  -0.116
N1 1.3434 -0.5053 -0.5453  0.038
C10 2.0303 0.5278 -0.0007  -0.431
O3 1.4745 1.6017 0.2361  0.063
C11 3.4271 0.3372 0.3426  -0.299
C12 4.2379 1.3668 0.8348  -0.270
N2 3.8750 2.6366 1.0224  0.176
H6 2.9217 2.8901 0.8083  0.095
H7 4.5715 3.2774 1.3737  0.093
C13 5.5447 0.8531 1.1144  -0.260
N3 5.7055 -0.4323 0.8783  -0.260
S1 4.3620 -1.1261 0.3042  1.120
C14 6.6450 1.6850 1.6374  -0.487
O4 6.5146 2.8760 1.8730  0.049
N4 7.7966 1.0118 1.8283  0.174
H8 7.8337 0.0302 1.6143  0.091
H9 8.6053 1.4931 2.1824  0.115
C15 1.9268 -1.7234 -0.9805  -0.274
C16 1.6840 -2.8808 -0.2518  -0.026
C17 2.2009 -4.0893 -0.6803  -0.078
C18 2.9511 -4.1383 -1.8428  -0.075
C19 3.1735 -2.9868 -2.5766  -0.042
C20 2.6641 -1.7605 -2.1689  -0.242
C21 2.9062 -0.5167 -2.9624  -0.011
H10 3.1743 -0.7636 -3.9864  0.085
H11 2.0284 0.1289 -2.9684  0.068
H12 3.7280 0.0529 -2.5259  0.086
H13 3.7480 -3.0367 -3.4901  0.114
H14 3.3584 -5.0784 -2.1833  0.104
H15 2.0168 -4.9872 -0.1106  0.104
H16 1.0890 -2.8191 0.6475  0.122
H17 -0.2791 -1.0045 -1.7028  0.170
C22 -0.3040 1.0935 -1.4083  -0.454
O5 0.1890 1.4156 -2.4704  0.069
N5 -1.1791 1.8349 -0.7178  0.089
H18 -1.4230 1.5553 0.2206  0.136
C23 -1.5388 3.1803 -1.0851  -0.101
H19 -1.0807 3.8931 -0.3922  0.133
H20 -1.1646 3.3643 -2.0940  0.131
C24 -3.0653 3.3403 -1.0408  -0.306
H21 -3.3098 4.3916 -1.2460  0.147
C25 -3.7903 2.4000 -2.0160  -0.121
H22 -4.0489 2.9007 -2.9458  0.116
H23 -3.1486 1.5468 -2.2406  0.110
C26 -5.0115 1.9534 -1.2162  -0.145
H24 -5.3945 0.9816 -1.5191  0.100
C27 -4.4487 1.9457 0.2030  -0.191
H25 -5.2067 2.0914 0.9750  0.124
O6 -3.5525 3.0386 0.2653  -0.099
H26 -3.9157 1.0044 0.4039  0.105
H27 -5.8102 2.6913 -1.2978  0.114
H28 0.2897 -0.0029 1.8587  0.116
H29 -1.2704 -0.5503 3.6419  0.108
H30 -3.3051 -0.3228 4.7961  0.098
H31 -2.6011 -1.9569 4.9647  0.097

=====

Formula: C5H14N2O
Source: OMol25
Level of theory: ωB97M-V/def2-TZVPD

Calculated values
Gap between HOMO and LUMO = 3.900 eV

Each line ends with the Löwdin charge.
Atoms and positions in Å:
C1 -1.1719 0.3367 -0.9915  -0.179
N1 -1.1720 -1.0155 -0.3539  -0.028
C2 -0.6596 -1.0044 1.0154  -0.231
C3 0.8622 -1.1141 1.1239  -0.209
C4 1.6240 0.1858 0.8941  -0.080
O1 -1.0321 1.4499 1.9724  -0.284
C5 -0.3022 0.3802 -2.2432  -0.279
N2 1.0708 0.2261 -1.9215  0.123
H1 -0.8208 1.0831 -0.2708  0.093
H2 -2.2055 0.5207 -1.2981  0.119
H3 -0.3561 -1.4600 -0.7883  0.078
H4 -1.0305 -0.0191 1.5439  0.073
H5 -1.2245 -1.7528 1.5766  0.124
H6 1.1685 -1.4874 2.1028  0.108
H7 1.2354 -1.7929 0.3404  0.107
H8 1.1608 1.1238 1.1991  0.063
H9 1.6188 0.4200 -0.1951  0.030
H10 2.6683 0.1875 1.2167  0.085
H11 -0.5152 1.3418 -2.7382  0.133
H12 -0.4865 -0.5290 -2.8542  0.126
H13 -1.8564 1.7513 2.3785  -0.035
H14 1.4246 1.1682 -1.7090  0.062

=====

Formula: C4H10S
Source: OMol25
Level of theory: ωB97M-V/def2-TZVPD

Calculated values
Gap between HOMO and LUMO (spin up / spin down) = 8.237 / 7.802 eV

Each line ends with the Löwdin charge.
Atoms and positions in Å:
C1 -2.2721 0.9114 -0.0556  -0.117
C2 -0.9609 0.3698 0.5183  -0.394
C3 -0.5098 -0.8944 0.0384  -0.033
C4 2.7665 -0.8516 -0.0051  -0.412
S1 2.3987 0.8736 -0.0074  0.717
H1 -2.2724 0.9133 -1.1400  0.061
H2 -2.7125 1.8420 0.2205  0.047
H3 -3.0299 0.0611 0.2685  0.108
H4 -0.8003 0.4139 1.6150  0.112
H5 -0.1204 1.1131 0.1458  0.064
H6 -0.1803 -0.8591 -0.9554  0.035
H7 -0.0990 -1.6623 0.5701  0.018
H8 3.1599 -1.3492 0.8053  -0.043
H9 2.5200 -1.5408 -0.7828  -0.003
H10 2.1124 0.6594 -1.2355  -0.159

=====

Formula: C5H8N
Source: OMol25
Level of theory: ωB97M-V/def2-TZVPD

Calculated values
SMILES = C#CC=[N+](C)C
Charge = +1
Gap between HOMO and LUMO = 9.698 eV

Each line ends with the Löwdin charge.
Atoms and positions in Å:
C1 -2.9727 -0.3890 -0.0447  0.245
C2 -1.9830 -0.0071 0.4927  -0.041
C3 -0.8223 0.6380 0.3561  -0.055
C4 0.7165 -1.2762 0.3809  0.021
C5 1.5055 0.8696 -0.2656  -0.011
N1 0.3478 0.1543 0.1391  -0.155
H1 -1.0061 1.7021 0.1793  0.178
H2 -3.3914 -0.0928 -0.9248  0.071
H3 0.2807 -1.6882 -0.6714  0.167
H4 1.7983 -1.3628 0.3171  0.088
H5 0.2411 -1.9328 1.2292  0.149
H6 1.9250 0.4221 -1.0442  0.057
H7 1.1821 1.9200 -0.7021  0.163
H8 2.1784 1.0429 0.5584  0.122

=====

Here are the calculated calculated total energy numbers, same order: -2170.94692; -383.35571; -556.40348; -249.64211 (Eh).